Below is C24H36MoN3OSSi as an isolated structure, with properties calculated with ωB97M-V with the def2-TZVPD basis set.

Energy relative to the best compared isomer or geometry (same formula, charge and spin) (kJ/mol): 54.8
Highest occupied orbital energy (alpha / beta) (eV): -10.116 / -10.333
Max |F| (eV/Å): 0.410

Geometry as ORCA input:
```
! wB97M-V def2-TZVPD RIJCOSX def2/J DEFGRID3
* xyz 1 3
Mo 0.306 -0.298 0.666
C -2.403 -2.371 1.457
C -1.467 -1.253 1.848
C -0.173 -1.596 2.403
C 0.187 -3.049 2.592
C 0.620 -0.537 2.953
C 1.892 -0.832 3.701
C 0.261 0.809 2.719
C 1.134 1.936 3.211
C -0.891 1.134 1.931
C -1.235 2.591 1.745
C -1.823 0.076 1.606
C -3.151 0.374 0.954
H -2.175 -2.752 0.459
H -3.438 -2.041 1.463
H -2.323 -3.200 2.156
H -0.224 -3.440 3.526
H 1.263 -3.200 2.602
H -0.202 -3.650 1.773
H 1.810 -0.468 4.726
H 2.741 -0.337 3.232
H 2.110 -1.892 3.747
H 1.624 2.448 2.380
H 1.909 1.591 3.886
H 0.534 2.674 3.745
H -1.694 2.991 2.653
H -1.930 2.757 0.928
H -0.344 3.181 1.540
H -3.963 0.206 1.664
H -3.326 -0.271 0.093
H -3.229 1.403 0.623
N -1.993 -0.509 -3.125
C -0.965 -0.729 -2.261
S -0.023 0.679 -1.653
N -0.652 -1.901 -1.862
N 0.325 -1.884 -0.861
C 1.197 -2.828 -0.916
C 2.384 -2.874 -0.104
C 3.104 -4.079 -0.044
C 4.305 -4.160 0.617
C 4.837 -3.000 1.191
C 4.168 -1.799 1.120
C 2.914 -1.704 0.497
O 2.296 -0.537 0.454
H -1.909 0.268 -3.760
H -2.376 -1.350 -3.533
H 1.051 -3.602 -1.667
H 2.692 -4.955 -0.532
H 4.842 -5.096 0.670
H 5.797 -3.042 1.689
H 4.591 -0.897 1.542
C -2.747 2.728 -4.416
Si -1.153 3.053 -3.494
C -1.076 4.852 -3.027
C 0.352 2.538 -4.464
C -1.130 2.100 -1.824
H -2.854 3.474 -5.207
H -3.604 2.837 -3.747
H -2.826 1.751 -4.895
H -1.115 5.480 -3.920
H -0.152 5.089 -2.494
H -1.917 5.136 -2.389
H 0.468 3.184 -5.338
H 0.321 1.506 -4.820
H 1.253 2.643 -3.855
H -2.117 1.839 -1.439
H -0.688 2.805 -1.112
*
```